Record 1
C43H67GdN7O | ωB97M-V/def2-TZVPD

Geometry as XYZ:
```
119
Properties=species:S:1:pos:R:3:forces:R:3:mulliken_spin:R:1
Gd 0.448400 -0.013406 0.554823 0.45 0.21 0.56 6.565
C 2.129700 -2.854406 1.113523 -0.08 0.21 -0.34 -0.002
C 1.197900 -3.036806 -0.094677 0.11 -0.05 0.29 0.011
C 1.916900 -3.827806 -1.185977 -0.16 0.32 0.02 0.000
C -0.055400 -3.717406 0.422323 -0.07 0.50 -0.14 0.010
C -0.016500 -5.077706 0.696823 -0.10 0.11 -0.09 0.002
C -1.111100 -5.711706 1.247923 0.06 0.12 0.09 -0.001
C -2.225800 -4.972306 1.592723 0.05 0.12 -0.14 0.007
C -2.306800 -3.606706 1.344223 0.07 0.29 -0.04 0.005
C -3.505100 -2.832606 1.860323 -0.08 0.00 0.15 -0.002
C -4.775100 -3.679006 1.944523 0.11 0.18 -0.13 -0.001
C -3.161300 -2.256606 3.239923 -0.11 0.06 -0.22 0.001
C -1.207100 -2.977306 0.727323 0.29 -0.85 0.01 -0.022
N -1.266600 -1.591306 0.350023 -1.17 0.17 -0.40 0.086
C -2.299600 -1.326506 -0.418877 0.58 -0.42 0.45 -0.019
C -2.792400 -0.084206 -0.884477 -0.14 0.93 -0.12 0.043
C -3.923200 -0.180006 -1.743777 0.29 -0.12 0.27 -0.033
C -4.547800 0.915894 -2.260977 0.01 0.08 -0.11 0.054
C -4.034300 2.187294 -1.966377 -0.01 -0.18 0.00 -0.027
C -2.974100 2.334594 -1.117377 0.27 -0.12 0.06 0.055
C -2.327200 1.225994 -0.506877 -0.27 -0.21 -0.77 -0.014
N -1.309200 1.420594 0.371823 -0.33 -0.34 0.67 0.192
C -1.279000 2.705994 1.011223 0.39 0.61 0.15 -0.030
C -0.130600 3.517494 0.925623 -0.09 -0.48 -0.22 0.013
C -0.124300 4.777994 1.510523 -0.18 -0.07 -0.04 0.002
C -1.231400 5.254594 2.182523 0.09 -0.10 -0.04 -0.001
C -2.339900 4.442994 2.309723 0.06 -0.05 -0.18 0.003
C -2.396700 3.179694 1.735423 0.13 -0.33 0.07 0.017
C -3.659300 2.372294 1.954423 -0.18 -0.05 0.11 0.003
C -4.885800 3.100794 1.390823 0.13 -0.21 -0.02 -0.002
C -3.878600 2.103994 3.447923 0.03 -0.12 -0.25 0.001
C 1.149500 3.043294 0.261423 0.01 -0.10 0.18 0.017
C 2.183300 2.796194 1.373723 -0.08 -0.17 -0.34 -0.004
C 1.674500 4.046594 -0.769577 -0.14 -0.35 -0.01 -0.001
H 3.049100 -2.352906 0.817323 0.01 0.07 0.15 -0.001
H 2.392800 -3.831806 1.514723 -0.10 -0.02 0.10 0.000
H 1.615100 -2.299506 1.913323 0.22 -0.07 0.01 0.005
H 0.942100 -2.024906 -0.518277 0.15 -0.87 -0.10 0.005
H 2.326300 -4.745206 -0.776177 0.08 -0.10 0.00 0.000
H 2.748400 -3.249206 -1.585277 0.09 0.02 -0.08 0.000
H 1.235800 -4.099706 -1.988677 -0.02 -0.04 -0.14 0.000
H 0.866800 -5.649506 0.467523 0.12 -0.11 -0.04 0.000
H -1.086200 -6.772606 1.430423 0.00 -0.16 0.05 0.000
H -3.058600 -5.474906 2.050523 -0.15 -0.07 0.10 0.000
H -3.722300 -1.980506 1.210223 -0.06 -0.12 0.07 0.002
H -4.729300 -4.371206 2.780023 -0.05 -0.12 0.07 0.000
H -4.935100 -4.241306 1.027623 -0.08 -0.09 -0.05 0.000
H -5.633600 -3.031606 2.102523 -0.08 0.02 0.05 0.000
H -2.711800 -3.013106 3.877423 0.05 -0.08 0.09 0.000
H -4.064700 -1.896106 3.722623 -0.06 0.14 0.11 0.000
H -2.474400 -1.415506 3.134823 0.03 0.05 0.07 -0.002
H -2.885400 -2.186706 -0.755277 0.11 0.03 0.03 0.002
H -4.309700 -1.166706 -1.955977 -0.04 -0.12 -0.06 0.001
H -5.423600 0.807394 -2.877577 -0.11 -0.01 -0.12 0.000
H -4.491000 3.060194 -2.400977 -0.11 0.19 -0.06 0.000
H -2.615200 3.323594 -0.875677 0.03 0.06 -0.03 -0.001
H 0.749800 5.402394 1.432123 0.17 0.10 -0.03 0.000
H -1.228800 6.243894 2.607623 0.03 0.14 0.10 0.000
H -3.191200 4.804794 2.861323 -0.16 0.05 0.07 0.001
H -3.572100 1.403794 1.450123 -0.05 0.17 0.10 0.001
H -5.082600 4.016494 1.940223 -0.05 0.10 0.08 0.000
H -5.761800 2.462494 1.472823 -0.13 -0.02 0.01 0.000
H -4.747200 3.356394 0.344823 -0.08 0.10 -0.03 0.001
H -3.930600 3.032994 4.008123 -0.01 0.06 0.10 0.000
H -3.079500 1.493794 3.868623 0.08 -0.04 0.10 0.000
H -4.820200 1.578594 3.585223 -0.07 -0.09 0.09 0.000
H 0.954100 2.077294 -0.290677 0.17 0.99 0.07 -0.003
H 2.395700 3.734694 1.880823 -0.08 0.01 0.11 0.000
H 3.118000 2.413994 0.969023 0.04 -0.02 0.07 0.002
H 1.781600 2.099494 2.126523 0.21 0.09 -0.01 0.003
H 2.108300 4.915494 -0.284777 0.04 0.10 0.07 -0.001
H 0.864600 4.391094 -1.408177 -0.02 0.04 -0.13 0.001
H 2.447900 3.591194 -1.384377 0.15 0.01 -0.09 0.000
N -0.084400 -0.021806 3.151423 -0.31 -0.01 0.00 0.016
H -0.610100 -0.877906 3.369123 0.19 0.25 -0.13 0.001
H -0.776400 0.733894 3.232123 0.15 -0.16 -0.04 0.001
H 0.537600 0.107494 3.954423 0.03 0.01 -0.34 0.000
C 3.698500 -0.475106 2.788723 -0.37 0.06 0.06 0.001
N 4.540900 -0.337806 1.619223 -0.30 -0.01 -0.02 0.002
C 5.964100 -0.476906 1.906723 0.41 -0.04 -0.15 0.000
C 6.732200 -0.731006 0.625823 -0.14 0.26 0.03 0.000
C 6.380800 0.371794 -0.353977 0.39 -0.16 0.22 0.000
N 4.934800 0.444194 -0.518377 -0.19 0.03 0.03 0.001
C 4.500400 1.096694 -1.728277 -0.28 0.05 -0.07 0.000
C 4.059700 0.065594 0.428623 -0.06 -0.22 0.01 0.005
O 2.800400 0.064894 0.195023 -0.03 0.15 0.01 0.010
H 3.752900 -1.493206 3.182723 -0.08 0.07 -0.03 0.000
H 2.660000 -0.224206 2.542423 0.39 -0.12 0.17 0.001
H 4.053700 0.211394 3.561423 -0.06 -0.01 0.00 0.000
H 6.085200 -1.315906 2.594623 -0.05 0.07 0.01 0.000
H 6.327000 0.426794 2.406323 0.01 -0.04 0.03 0.000
H 6.452000 -1.698406 0.208123 0.04 -0.07 -0.01 0.000
H 7.801500 -0.736506 0.823023 0.02 -0.02 0.00 0.000
H 6.813400 0.170494 -1.336477 -0.03 0.05 0.07 0.000
H 6.762100 1.337794 -0.003977 0.00 -0.05 -0.08 0.000
H 4.653600 0.445294 -2.591677 -0.03 0.04 -0.07 0.000
H 5.077600 2.011794 -1.874777 -0.02 -0.04 0.00 0.000
H 3.447500 1.348094 -1.624677 0.13 0.06 -0.07 0.000
C -0.545000 1.023394 -4.831677 -0.45 0.77 0.20 0.001
C -0.507400 1.081494 -3.287777 -0.16 0.12 0.15 -0.005
N 0.210600 -0.073506 -2.736077 0.02 -0.03 0.14 0.024
C 1.584700 -0.048106 -3.241177 0.19 0.04 0.11 -0.003
C 1.623200 -0.087806 -4.787177 0.82 0.05 0.26 0.000
N 0.227100 -0.161606 -5.270977 -0.01 -0.02 -0.67 -0.001
C -0.423700 -1.384306 -4.751977 -0.40 -0.79 0.28 0.000
C -0.451200 -1.294306 -3.208577 -0.09 -0.14 0.20 -0.001
H -0.113400 1.917394 -5.282477 0.05 -0.13 -0.06 0.000
H -1.569300 0.920594 -5.194377 0.14 -0.07 -0.08 0.000
H -1.522700 1.074694 -2.891177 0.10 0.05 -0.09 0.005
H -0.020700 1.997494 -2.945777 -0.02 -0.05 -0.04 -0.003
H 2.135800 -0.894606 -2.823277 -0.02 0.11 -0.01 -0.003
H 2.049000 0.874194 -2.893477 -0.02 -0.15 -0.03 0.000
H 2.170800 -0.957606 -5.157377 -0.18 0.07 -0.04 0.000
H 2.096800 0.806794 -5.198777 -0.19 -0.10 -0.05 0.000
H 0.238500 -0.193006 -6.294077 -0.05 -0.01 0.10 0.000
H 0.135500 -2.255906 -5.092877 0.03 0.14 -0.09 0.000
H -1.433200 -1.446706 -5.160777 0.13 0.08 -0.08 0.000
H 0.054200 -2.158106 -2.772177 -0.04 0.02 -0.06 0.001
H -1.482100 -1.275506 -2.850877 0.14 -0.06 -0.10 0.001
```
Forces are in eV/Å.

Total charge = +3
Multiplicity = 8
Expectation value of S² = 16.095
E_LUMO (spin up / spin down) = -7.70 / -9.98 eV
Energy = -2902.1558 Ha

Record 2
C43H69O2P3S2SiV | ωB97M-V/def2-TZVPD

Geometry as XYZ:
```
121
Properties=species:S:1:pos:R:3:forces:R:3:mulliken_spin:R:1
V -0.044324 -0.424301 0.609031 -0.29 0.46 -0.39 2.650
C -2.127167 -3.779084 -0.146234 0.05 0.03 -0.02 -0.005
Si -1.032649 -2.326710 -0.716754 -0.01 -0.11 0.03 0.071
C 0.383632 -3.209137 -1.657825 -0.05 -0.02 0.02 0.010
C 0.241775 -4.480484 -2.223986 -0.01 -0.03 0.00 0.007
C 1.218838 -5.033921 -3.033623 0.01 -0.01 -0.01 0.001
C 2.367063 -4.307448 -3.320788 0.00 -0.02 -0.01 0.001
C 2.540439 -3.056249 -2.756169 0.02 0.01 -0.02 -0.013
C 1.577428 -2.518833 -1.898043 0.02 0.06 -0.04 -0.008
P 1.822126 -0.891135 -1.084053 0.00 -0.12 0.03 0.078
C 2.353840 0.127891 -2.521641 0.02 0.03 0.02 -0.049
C 2.696606 1.566874 -2.143870 0.01 0.01 0.03 0.055
C 3.359242 2.290037 -3.328661 0.01 0.01 0.00 0.001
C 2.884152 1.734790 -4.678624 0.01 0.00 -0.02 0.001
C 1.427322 1.295167 -4.589582 -0.02 0.00 -0.02 0.004
C 1.265372 0.119300 -3.610620 -0.01 0.00 0.00 0.010
C 3.346557 -1.127185 -0.045865 -0.03 -0.04 0.03 0.000
C 4.657374 -1.522715 -0.732228 0.01 -0.03 -0.03 -0.001
C 5.762535 -1.623327 0.318880 0.02 -0.01 0.00 0.001
C 6.068398 -0.262132 0.970866 0.00 0.01 0.01 0.000
C 4.928267 0.733708 0.749740 0.03 0.04 -0.03 0.008
C 3.564664 0.072762 0.917003 -0.03 -0.04 0.06 0.054
C -1.974722 -1.522890 -2.199304 0.01 0.01 0.05 -0.002
C -2.257346 -2.251501 -3.357433 0.01 -0.02 0.01 0.013
C -2.876579 -1.677244 -4.453936 -0.02 0.02 -0.05 0.001
C -3.237317 -0.337212 -4.415287 0.00 -0.01 -0.04 0.002
C -2.981686 0.407368 -3.277205 0.04 0.01 0.04 -0.012
C -2.354653 -0.169347 -2.170355 -0.02 0.04 0.05 0.003
P -1.989913 0.759971 -0.629305 0.14 -0.24 0.05 0.051
C -3.575771 0.603839 0.323623 -0.01 0.01 -0.10 -0.071
C -3.574057 1.451082 1.596979 0.01 0.07 0.06 0.035
C -4.933508 1.385662 2.290182 0.01 0.00 0.05 -0.003
C -5.308903 -0.056562 2.621491 0.01 0.02 0.02 0.003
C -5.267285 -0.930488 1.372771 -0.03 -0.01 -0.01 -0.004
C -3.910977 -0.842032 0.677811 0.02 -0.04 0.00 0.056
C -1.983437 2.578431 -1.012988 0.03 -0.01 0.08 -0.018
C -0.954343 2.896759 -2.122542 0.01 0.00 0.00 0.062
C -1.365140 4.103544 -2.965993 0.02 0.02 0.00 0.004
C -1.831386 5.231180 -2.052686 0.01 0.00 0.00 0.000
C -3.097866 4.820236 -1.275710 -0.02 0.01 0.00 -0.001
C -3.314159 3.301564 -1.258177 -0.04 -0.01 0.05 0.001
H -2.562873 -4.332829 -0.982042 0.00 0.00 -0.02 -0.001
H -1.523083 -4.476588 0.440011 0.01 0.00 0.01 -0.003
H -2.947941 -3.446191 0.487187 -0.03 0.01 0.03 0.004
H -0.661929 -5.048306 -2.034886 -0.01 -0.01 0.01 0.001
H 1.079990 -6.020842 -3.458127 0.00 0.00 0.00 0.000
H 3.125253 -4.715738 -3.977055 0.00 0.00 -0.01 0.000
H 3.432525 -2.495480 -3.002198 0.01 0.00 0.00 0.000
H 3.258554 -0.345475 -2.919976 -0.02 0.02 0.01 -0.006
H 1.770212 2.068454 -1.857902 -0.02 0.02 0.01 0.004
H 3.347526 1.611302 -1.270207 -0.05 0.01 -0.06 0.029
H 3.134434 3.358139 -3.269346 0.00 0.00 0.00 0.000
H 4.446187 2.198992 -3.256171 0.00 0.00 0.00 -0.001
H 3.018066 2.484186 -5.460679 0.00 0.00 0.00 0.000
H 3.497676 0.876521 -4.968721 0.00 -0.01 0.00 0.000
H 0.824552 2.147337 -4.261504 0.01 0.01 0.02 -0.001
H 1.045883 1.010846 -5.571671 -0.01 0.01 0.00 0.000
H 0.276271 0.158399 -3.142257 -0.02 -0.02 -0.01 0.012
H 1.301014 -0.829549 -4.148718 0.02 -0.01 -0.01 0.002
H 3.048242 -1.987180 0.566274 0.00 0.03 -0.01 -0.003
H 4.546418 -2.488500 -1.222675 -0.02 0.01 0.00 0.000
H 4.938977 -0.798126 -1.503461 0.01 0.00 0.00 0.001
H 5.430491 -2.335335 1.079899 0.00 -0.01 0.01 0.000
H 6.666086 -2.047627 -0.122949 0.00 0.01 0.00 0.000
H 6.234511 -0.396727 2.042516 -0.01 0.00 0.00 0.000
H 6.994103 0.152647 0.566154 0.00 0.00 0.00 0.000
H 5.015866 1.570397 1.446845 0.01 0.01 0.00 -0.001
H 5.015883 1.165819 -0.251371 0.01 -0.01 0.03 0.000
H 3.474157 -0.296848 1.941721 0.03 0.01 -0.05 -0.009
H 2.770560 0.818781 0.810824 -0.01 -0.02 0.01 0.047
H -1.960743 -3.293462 -3.410746 -0.01 -0.02 0.00 0.000
H -3.069257 -2.266623 -5.342018 -0.01 -0.01 0.00 0.000
H -3.713716 0.127159 -5.269518 0.00 0.01 -0.01 -0.001
H -3.259095 1.449845 -3.268314 -0.02 0.08 0.01 -0.001
H -4.358893 0.972425 -0.353845 0.01 -0.03 0.03 -0.005
H -2.805134 1.072489 2.276610 -0.04 0.00 -0.02 -0.013
H -3.309095 2.490785 1.385150 -0.01 -0.04 0.05 0.003
H -4.910897 1.990221 3.200244 -0.01 0.00 0.00 0.000
H -5.699874 1.822075 1.639259 -0.01 0.00 -0.02 0.000
H -4.593463 -0.446494 3.354666 0.02 0.00 0.00 0.000
H -6.295834 -0.100679 3.088118 0.00 0.01 -0.01 0.000
H -5.491011 -1.970461 1.623583 0.01 0.00 0.00 0.000
H -6.045717 -0.601096 0.674723 0.00 -0.01 0.00 0.000
H -3.132706 -1.232728 1.345183 0.01 -0.02 0.00 0.019
H -3.909245 -1.465732 -0.217152 0.00 -0.01 -0.02 0.011
H -1.591567 2.988760 -0.072729 0.00 0.00 -0.02 0.009
H 0.004961 3.120516 -1.650733 0.02 -0.04 0.00 -0.024
H -0.793795 2.030930 -2.767148 -0.01 0.00 -0.01 -0.014
H -0.519561 4.421877 -3.580063 -0.01 0.01 0.00 0.000
H -2.164679 3.830728 -3.661302 -0.01 -0.01 -0.01 0.000
H -1.020938 5.458281 -1.353537 0.00 0.00 0.01 0.000
H -2.013044 6.145671 -2.619309 0.00 0.00 0.00 0.000
H -3.036090 5.184655 -0.247372 0.01 0.00 0.01 0.000
H -3.979580 5.291599 -1.715708 0.00 0.01 0.00 0.000
H -4.043776 3.060618 -0.483690 0.04 0.01 -0.07 0.000
H -3.763477 2.989133 -2.198985 -0.02 -0.03 -0.06 0.000
C 3.015006 -0.847251 5.310418 0.04 0.03 0.01 -0.001
C 2.184081 0.420329 5.270201 0.04 -0.07 0.00 0.003
C 2.760274 1.479419 4.353910 -0.01 -0.01 -0.02 -0.011
O 0.805573 0.086111 4.953349 -0.05 0.12 0.03 0.007
P 0.120872 -0.182927 3.543394 -0.07 -0.23 -0.02 -0.028
S -0.060898 1.397497 2.349826 0.10 0.10 0.00 -0.025
S 0.943872 -1.683637 2.507188 0.00 -0.08 0.22 -0.001
O -1.363500 -0.519594 4.008132 0.06 0.04 0.00 -0.001
C -1.823929 -1.394834 5.074300 -0.05 0.00 -0.05 0.001
C -1.935037 -0.600720 6.360295 -0.01 -0.02 0.02 0.000
C -1.004645 -2.661949 5.217061 -0.01 0.01 0.00 -0.001
H 4.026792 -0.612317 5.643832 0.00 0.01 0.02 0.000
H 3.068863 -1.301116 4.321677 0.01 -0.01 0.00 0.001
H 2.583333 -1.569456 6.002983 -0.01 -0.02 -0.01 0.000
H 2.098391 0.832856 6.277652 0.00 -0.02 -0.02 0.001
H 2.857917 1.111014 3.332513 -0.01 0.03 0.04 0.001
H 3.751409 1.750540 4.720735 0.01 0.01 0.00 0.000
H 2.136855 2.371451 4.336566 -0.02 0.01 0.01 -0.001
H -2.827594 -1.664368 4.733989 0.05 0.01 0.02 0.000
H -0.949729 -0.335524 6.741298 0.01 0.00 -0.01 0.000
H -2.452826 -1.200086 7.110859 0.00 0.00 0.01 0.000
H -2.504851 0.313189 6.193980 0.00 0.00 0.00 0.000
H 0.007539 -2.446938 5.560852 0.01 0.01 0.00 0.001
H -0.942720 -3.201562 4.274020 0.00 0.00 0.00 0.001
H -1.488885 -3.301366 5.957188 0.01 0.00 0.00 0.000
```
Forces are in eV/Å.

Total charge = 0
Multiplicity = 4
Expectation value of S² = 3.777
E_LUMO (spin up / spin down) = 0.64 / 0.63 eV
Energy = -4884.5169 Ha